[1]
Density functional theory data (the ωB97M-V functional and the def2-TZVPD basis) for a 2-piece molecular cluster, Cl3P overall in a non-equilibrium geometry.

```
4
Properties=species:S:1:pos:R:3:forces:R:3:nbo_charge:R:1
P -1.617 0.218 0.048 -1.19 1.36 1.82 0.528
Cl 0.352 0.098 0.253 1.22 -0.39 -0.30 -0.272
Cl 3.493 0.421 1.242 0.02 0.01 0.00 -0.008
Cl -2.229 -0.737 -1.542 -0.05 -0.98 -1.53 -0.249
```
Forces are in eV/Å.

Results
E	-1721.87208	Eh
HOMO energy (alpha / beta)	-10.7 / -8.3	eV
E_LUMO (alpha / beta)	-0.0441 / -0.1496	Ha
energy relative to the best compared isomer or geometry (same formula, charge and spin)	3.3430	eV
HOMO-LUMO gap (alpha / beta)	9.49 / 4.18	eV


[2]
Density functional theory data (the ωB97M-V functional and the def2-TZVPD basis) for Cl3V as an isolated structure in a non-equilibrium geometry.

```
4
Properties=species:S:1:pos:R:3:forces:R:3:nbo_charge:R:1
V 0.204 0.214 -0.262 5.34 5.33 -0.53 0.499
Cl 1.050 1.128 1.210 4.58 5.12 5.14 -0.230
Cl -0.520 -0.436 -1.819 -3.98 -3.25 -11.51 -0.120
Cl -0.733 -0.906 0.871 -5.93 -7.20 6.91 -0.150
```
Forces are in eV/Å.

Results
E	-2324.49712	Eh
HOMO energy (alpha / beta)	-8.9 / -10.4	eV
E_LUMO (alpha / beta)	-0.0252 / -0.0331	Ha
energy relative to the best compared isomer or geometry (same formula, charge and spin)	3.1014	eV
2S+1	3
HOMO-LUMO gap (alpha / beta)	8.19 / 9.47	eV
⟨S²⟩	2.011


[3]
Density functional theory data (the ωB97M-V functional and the def2-TZVPD basis) for Cl4NOP as an isolated structure in a non-equilibrium geometry.

```
7
Properties=species:S:1:pos:R:3:forces:R:3:nbo_charge:R:1
N 0.965 0.013 -0.517 -1.02 1.32 0.38 -0.811
O -0.754 -0.034 1.762 1.08 -0.37 -4.55 -1.006
P -0.596 -0.003 0.224 -0.75 0.30 5.48 1.801
Cl 1.739 1.378 0.338 0.32 -1.30 -0.64 0.182
Cl 1.749 -1.493 -0.772 0.20 0.75 0.55 0.227
Cl -1.628 1.619 -0.336 0.51 0.05 -0.66 -0.203
Cl -1.475 -1.479 -0.699 -0.34 -0.74 -0.57 -0.189
```
Forces are in eV/Å.

Results
E	-2312.11175	Eh
HOMO energy	-10.5	eV
E_LUMO	-0.0497	Ha
energy relative to the best compared isomer or geometry (same formula, charge and spin)	0.0141	eV
HOMO-LUMO gap	9.15	eV


[4]
Density functional theory data (the ωB97M-V functional and the def2-TZVPD basis) for Cl7Cu2O32P as an isolated structure in a non-equilibrium geometry.

```
42
Properties=species:S:1:pos:R:3:forces:R:3:nbo_charge:R:1
Cu -12.780 -12.519 -2.847 -1.30 0.04 -0.97 1.605
Cu -16.483 -13.776 -3.981 1.09 1.04 -0.27 0.917
P -14.712 -12.387 -5.437 -1.00 1.39 -4.24 2.438
O -13.955 -11.115 -5.965 -0.98 -2.04 0.88 -0.749
O -14.229 -13.486 -6.393 0.14 0.61 -0.93 -0.892
O -16.279 -12.262 -5.515 0.32 -0.88 0.99 -1.240
O -14.457 -12.963 -4.068 2.27 0.16 4.64 -1.230
Cl -13.750 -16.019 -2.339 -5.89 2.52 -3.38 2.533
O -12.874 -14.982 -1.921 2.05 -0.40 0.38 -0.823
O -13.553 -17.371 -1.991 1.66 -1.78 2.73 -0.874
O -15.085 -15.545 -1.812 0.87 -1.18 -0.15 -0.940
O -13.899 -16.103 -3.784 0.65 0.93 0.16 -0.867
Cl -15.453 -11.397 -0.378 -1.05 -1.84 0.60 2.555
O -16.540 -12.323 -0.498 -3.13 -0.22 -1.12 -0.948
O -14.872 -11.886 0.835 2.08 1.40 1.14 -0.879
O -14.647 -11.717 -1.543 0.99 1.51 -0.07 -0.880
O -15.950 -10.025 -0.242 1.19 -1.33 -0.64 -0.818
Cl -11.107 -11.003 -0.027 -0.28 4.91 -4.98 2.554
O -9.792 -10.647 -0.473 1.90 -2.14 0.54 -0.865
O -11.568 -12.337 -0.358 0.40 -0.78 0.42 -0.868
O -11.215 -10.606 1.317 -0.46 -1.19 3.52 -0.896
O -11.886 -10.057 -0.809 -1.75 -0.84 0.18 -0.889
Cl -10.643 -14.401 -5.508 2.52 2.07 -2.54 2.610
O -9.582 -15.365 -5.151 -0.47 1.72 0.16 -0.870
O -11.371 -13.790 -4.509 -0.48 2.70 6.78 -0.919
O -10.249 -13.310 -6.404 2.21 -0.88 0.42 -0.885
O -11.647 -15.045 -6.145 -3.90 -5.66 -4.69 -0.911
Cl -10.937 -9.527 -4.908 -1.38 1.61 0.26 2.584
O -10.549 -8.446 -4.087 0.14 2.74 1.20 -0.917
O -11.700 -10.387 -4.017 -0.95 -0.60 -1.30 -0.869
O -11.558 -8.968 -6.139 -0.54 -1.18 1.50 -0.881
O -9.759 -10.141 -5.303 2.90 -2.71 -1.55 -0.892
Cl -7.725 -14.274 -0.985 -3.99 2.39 1.28 2.554
O -8.078 -15.309 -0.095 -3.80 -1.77 3.40 -0.956
O -8.698 -14.213 -2.082 2.14 0.29 1.17 -0.786
O -7.610 -12.968 -0.279 -0.12 -1.62 -1.26 -0.867
O -6.468 -14.779 -1.252 6.46 0.31 -4.20 -0.944
Cl -15.293 -7.917 -3.341 4.65 -5.21 -1.84 2.538
O -14.922 -7.075 -4.478 -1.42 1.98 0.78 -0.901
O -15.348 -9.243 -3.907 -3.68 -0.58 -1.43 -0.876
O -14.191 -8.172 -2.504 2.31 2.89 2.70 -0.867
O -16.386 -7.527 -2.523 -2.38 1.60 -0.26 -0.890
```
Forces are in eV/Å.

Results
E	-9248.66145	Eh
HOMO energy (alpha / beta)	5.8 / 5.8	eV
E_LUMO (alpha / beta)	0.4020 / 0.3884	Ha
energy relative to the best compared isomer or geometry (same formula, charge and spin)	15.1689	eV
total charge	-6
2S+1	3
HOMO-LUMO gap (alpha / beta)	5.16 / 4.79	eV
⟨S²⟩	2.017


[5]
Density functional theory data (the ωB97M-V functional and the def2-TZVPD basis) for ClCu as an isolated structure in a non-equilibrium geometry.

```
2
Properties=species:S:1:pos:R:3:forces:R:3:nbo_charge:R:1
Cu 0.189 0.854 0.846 -0.19 -0.84 -0.84 1.120
Cl -0.189 -0.854 -0.846 0.19 0.84 0.84 -0.120
```
Forces are in eV/Å.

Results
E	-2100.26163	Eh
HOMO energy (alpha / beta)	-17.6 / -17.2	eV
E_LUMO (alpha / beta)	-0.2849 / -0.3926	Ha
energy relative to the best compared isomer or geometry (same formula, charge and spin)	0.4876	eV
total charge	+1
2S+1	2
HOMO-LUMO gap (alpha / beta)	9.81 / 6.51	eV
⟨S²⟩	0.766


[6]
Density functional theory data (the ωB97M-V functional and the def2-TZVPD basis) for ClFH2Si in the gas phase in a non-equilibrium geometry.

```
5
Properties=species:S:1:pos:R:3:forces:R:3:nbo_charge:R:1
F 0.178 1.542 0.181 -0.16 1.71 0.28 -0.646
Si -0.056 0.025 -0.053 -4.28 -1.44 1.91 1.436
Cl 1.704 -0.737 0.020 2.59 -1.48 0.06 -0.361
H -0.726 -0.191 -1.324 0.01 0.02 -0.32 -0.218
H -1.100 -0.639 1.175 1.84 1.19 -1.93 -0.211
```
Forces are in eV/Å.

Results
E	-850.82275	Eh
HOMO energy	-11.1	eV
E_LUMO	0.0334	Ha
energy relative to the best compared isomer or geometry (same formula, charge and spin)	0.7330	eV
HOMO-LUMO gap	11.98	eV


[7]
Density functional theory data (the ωB97M-V functional and the def2-TZVPD basis) for ClFO4Sr as an isolated structure in a non-equilibrium geometry.

```
7
Properties=species:S:1:pos:R:3:forces:R:3:nbo_charge:R:1
Sr -1.152 -1.735 -2.242 3.16 1.69 -0.21 1.916
F 1.116 -0.696 -2.520 -3.03 -1.56 0.30 -0.919
Cl 0.115 0.556 0.937 -0.19 -0.39 -1.49 2.511
O 1.167 -0.398 1.167 -0.50 0.96 -0.13 -0.586
O -0.109 1.570 1.837 1.16 2.05 2.13 -0.658
O -0.071 0.993 -0.383 1.02 -0.07 -1.11 -0.758
O -1.066 -0.290 1.203 -1.62 -2.67 0.50 -0.507
```
Forces are in eV/Å.

Results
E	-891.09441	Eh
HOMO energy (alpha / beta)	-14.3 / -14.3	eV
E_LUMO (alpha / beta)	-0.2264 / -0.3064	Ha
total charge	+1
2S+1	2
HOMO-LUMO gap (alpha / beta)	8.17 / 5.99	eV
⟨S²⟩	0.760


[8]
Density functional theory data (the ωB97M-V functional and the def2-TZVPD basis) for ClH10Li2O5 as an isolated structure.

```
18
Properties=species:S:1:pos:R:3:forces:R:3:nbo_charge:R:1
Li 3.792 -0.941 -2.133 -0.59 0.32 0.25 0.983
Li 2.367 -0.052 4.015 -0.18 -0.11 -0.46 0.991
Cl 0.747 0.395 0.107 0.85 -0.43 0.12 -0.973
O -1.479 2.489 -3.969 0.17 0.15 -0.15 -0.941
H -1.152 2.034 -3.193 0.10 -0.10 0.28 0.470
H -2.335 2.095 -4.136 -0.24 -0.06 -0.08 0.470
O 3.499 -3.326 3.295 -0.07 0.55 0.03 -0.966
H 3.067 -3.588 2.482 -0.17 -0.10 -0.22 0.478
H 3.812 -4.147 3.675 0.13 -0.21 0.22 0.489
O 1.918 6.142 -0.773 0.26 -0.05 0.09 -0.941
H 1.319 5.411 -0.924 -0.16 -0.22 -0.04 0.469
H 1.391 6.923 -0.946 -0.10 0.23 -0.05 0.471
O -4.142 -0.962 2.946 -0.15 0.02 -0.01 -0.929
H -3.366 -0.588 2.527 0.16 0.15 -0.21 0.466
H -3.794 -1.504 3.654 -0.01 -0.17 0.19 0.462
O -2.164 -3.513 -2.475 -0.07 -0.04 -0.18 -0.931
H -2.094 -2.814 -1.825 -0.05 0.25 0.18 0.470
H -1.388 -4.055 -2.328 0.13 -0.19 0.01 0.460
```
Forces are in eV/Å.

Results
E	-857.18091	Eh
HOMO energy	-10.9	eV
E_LUMO	-0.1840	Ha
energy relative to the best compared isomer or geometry (same formula, charge and spin)	4.9305	eV
total charge	+1
HOMO-LUMO gap	5.93	eV


[9]
Density functional theory data (the ωB97M-V functional and the def2-TZVPD basis) for ClH10O5Zn as an isolated structure in a non-equilibrium geometry.

```
17
Properties=species:S:1:pos:R:3:forces:R:3:nbo_charge:R:1
Zn -18.795 6.972 -31.336 -0.89 0.76 -0.44 1.435
Cl -20.754 8.311 -31.761 0.44 -0.41 0.18 -0.875
O -17.141 5.906 -30.920 -0.51 -0.31 0.22 -1.267
H -16.665 5.297 -31.485 0.41 -0.61 -0.80 0.447
H -16.490 6.204 -30.285 0.67 0.46 0.83 0.434
O -20.059 5.305 -31.189 -0.35 -0.30 0.22 -1.016
H -20.835 5.714 -30.806 -0.65 0.46 -0.07 0.509
H -20.202 4.365 -31.075 0.40 -0.47 0.06 0.502
O -18.562 6.376 -33.284 0.23 -0.48 -0.85 -1.030
H -18.684 5.524 -33.703 -0.13 -0.55 0.06 0.494
H -18.713 7.011 -33.984 -0.11 0.58 -0.14 0.506
O -17.489 8.399 -32.102 0.07 0.72 0.05 -1.088
H -16.581 8.227 -32.352 0.74 -0.52 -0.01 0.474
H -17.627 9.321 -32.318 -0.46 0.52 0.02 0.503
O -18.689 7.643 -29.408 0.19 -0.17 0.65 -1.031
H -19.365 7.592 -28.732 -0.54 -0.15 0.15 0.504
H -18.166 8.409 -29.167 0.49 0.47 -0.12 0.497
```
Forces are in eV/Å.

Results
E	-2621.69170	Eh
HOMO energy (alpha / beta)	-3.4 / -9.4	eV
E_LUMO (alpha / beta)	-0.0011 / -0.0044	Ha
2S+1	2
HOMO-LUMO gap (alpha / beta)	3.34 / 9.30	eV
⟨S²⟩	0.750


[10]
Density functional theory data (the ωB97M-V functional and the def2-TZVPD basis) for a 7-piece molecular cluster, ClH12O6 overall.

```
19
Properties=species:S:1:pos:R:3:forces:R:3:nbo_charge:R:1
Cl -27.266 -33.333 7.671 -0.05 0.07 -0.01 -0.999
O -32.155 -33.413 6.752 -0.35 -0.05 -0.17 -0.951
H -32.419 -33.248 7.657 -0.01 0.05 0.20 0.462
H -31.199 -33.370 6.770 0.47 0.00 -0.01 0.488
O -29.993 -29.134 9.692 -0.29 0.19 0.15 -0.948
H -29.758 -29.830 9.079 0.12 -0.30 -0.20 0.483
H -29.165 -28.696 9.887 0.20 0.05 0.02 0.465
O -28.158 -34.899 2.596 -0.02 0.07 -0.33 -0.943
H -27.755 -34.853 3.463 0.10 0.15 0.38 0.483
H -28.450 -35.807 2.514 -0.09 -0.18 0.00 0.460
O -26.130 -28.949 5.166 -0.06 0.36 -0.08 -0.946
H -25.345 -29.122 4.646 0.15 -0.08 -0.12 0.462
H -26.136 -29.639 5.829 -0.12 -0.35 0.23 0.484
O -29.306 -37.946 10.774 0.06 -0.28 0.12 -0.943
H -30.205 -37.851 11.088 -0.19 0.02 0.06 0.461
H -29.142 -37.149 10.270 0.16 0.28 -0.21 0.482
O -22.101 -32.822 8.890 0.36 -0.01 -0.06 -0.948
H -22.154 -32.377 9.736 -0.05 0.10 0.17 0.462
H -23.004 -33.069 8.692 -0.39 -0.09 -0.15 0.486
```
Forces are in eV/Å.

Results
E	-918.89693	Eh
HOMO energy	-4.4	eV
E_LUMO	0.1135	Ha
energy relative to the best compared isomer or geometry (same formula, charge and spin)	1.8779	eV
total charge	-1
HOMO-LUMO gap	7.48	eV